# 1
{
  "formula": "C40H31MnN8P2Se2",
  "method": "ωB97M-V/def2-TZVPD",
  "species": ["Mn", "N", "C", "N", "C", "N", "N", "C", "C", "C", "C", "C", "C", "N", "C", "C", "C", "C", "C", "C", "H", "H", "H", "H", "H", "H", "H", "H", "H", "H", "H", "Se", "P", "C", "C", "C", "C", "C", "C", "C", "C", "C", "C", "C", "C", "C", "C", "N", "N", "N", "P", "Se", "C", "C", "C", "C", "C", "C", "C", "C", "C", "C", "C", "C", "H", "H", "H", "H", "H", "H", "H", "H", "H", "H", "H", "H", "H", "H", "H", "H", "H", "H", "H", "H"],
  "positions_angstrom": [[0.688900, 0.092100, 0.191300], [-0.095200, -4.204700, -0.336900], [0.046800, -2.925600, -0.648300], [0.201700, -1.965100, 0.239700], [0.041700, -2.300700, 1.589200], [-0.047400, -1.296900, 2.421500], [0.025400, -0.158400, 1.824100], [0.608000, 0.958200, 2.145400], [0.251800, 2.115900, 1.345400], [0.377100, 3.447900, 1.758000], [-0.192600, 4.427500, 0.965700], [-0.805300, 4.070600, -0.233200], [-0.807900, 2.743900, -0.624100], [-0.293200, 1.791600, 0.149800], [0.006300, -3.672600, 1.996700], [0.019200, -4.084900, 3.334500], [0.037100, -5.431900, 3.629900], [0.045900, -6.389600, 2.611200], [-0.009800, -6.009000, 1.282900], [-0.031400, -4.652900, 0.973700], [-0.296900, -4.890500, -1.060900], [0.015500, -2.649100, -1.696600], [1.194700, 1.074100, 3.059200], [0.856900, 3.693300, 2.692600], [-0.180100, 5.459600, 1.275600], [-1.285600, 4.809400, -0.852100], [-1.250100, 2.421100, -1.557400], [0.030300, -3.335400, 4.110800], [0.057300, -5.748800, 4.661100], [0.097800, -7.437100, 2.864900], [-0.014100, -6.749600, 0.495000], [-0.618200, -0.138200, -6.457400], [1.408700, -0.282100, -5.656800], [2.076100, -1.956200, -5.941300], [3.313600, -2.178100, -6.534400], [3.729000, -3.478400, -6.769900], [2.919100, -4.547000, -6.423800], [1.687400, -4.322900, -5.825700], [1.258000, -3.030700, -5.589500], [2.447100, 1.069400, -6.293400], [2.678700, 2.203900, -5.519600], [3.400700, 3.259100, -6.049300], [3.878200, 3.194300, -7.349400], [3.623600, 2.074700, -8.128700], [2.896700, 1.014800, -7.612700], [1.099400, -0.116400, -3.885200], [1.785000, 0.006800, -2.670700], [0.801600, 0.009100, -1.723900], [-0.362500, -0.116600, -2.305700], [-0.212400, -0.194100, -3.583400], [3.471700, 0.102300, -2.025300], [3.087900, -0.206900, 0.130100], [4.495000, -1.182300, -2.779900], [5.047700, -0.956600, -4.040200], [5.859900, -1.928100, -4.599600], [6.110700, -3.112800, -3.920200], [5.525900, -3.345600, -2.684200], [4.724900, -2.377900, -2.105100], [4.092000, 1.775500, -2.302500], [5.409200, 2.020400, -2.675800], [5.817900, 3.327300, -2.876900], [4.923200, 4.372200, -2.707000], [3.620600, 4.127400, -2.290800], [3.202300, 2.828400, -2.077600], [3.938700, -1.346900, -6.821600], [4.680400, -3.658400, -7.243900], [3.241500, -5.554900, -6.629200], [1.054000, -5.157200, -5.570500], [0.281400, -2.848600, -5.158400], [2.290000, 2.263700, -4.513300], [3.571900, 4.137700, -5.447000], [4.430600, 4.024000, -7.762300], [3.975000, 2.037000, -9.147700], [2.667800, 0.157800, -8.231000], [4.848500, -0.026300, -4.558800], [6.303100, -1.757600, -5.569200], [6.769400, -3.853200, -4.348800], [5.701500, -4.275600, -2.166700], [4.297900, -2.534100, -1.121900], [6.102100, 1.205300, -2.822100], [6.838300, 3.532200, -3.162400], [5.241500, 5.383600, -2.900400], [2.942600, 4.952800, -2.133900], [2.184300, 2.618700, -1.756300]],
  "forces_ev_per_angstrom": [[0.785, -1.633, -2.863], [-0.043, 0.287, -0.326], [0.107, -0.053, -0.398], [-0.029, -0.028, 0.836], [-0.122, 0.147, -0.868], [0.000, -1.177, 2.215], [-0.264, 0.441, -0.111], [-0.001, 0.273, 1.896], [-0.568, 1.873, -0.198], [0.065, -0.708, 0.057], [-0.086, -0.136, -0.348], [0.070, -0.080, 0.229], [-0.066, -0.055, -0.306], [0.266, 0.424, 0.772], [-0.053, -0.392, -0.407], [0.026, -0.143, -0.055], [0.029, 0.218, 0.055], [-0.051, 0.219, -0.156], [0.025, 0.107, -0.014], [0.020, 0.148, 0.949], [0.133, 0.279, 0.031], [0.056, -0.090, 0.019], [0.045, -0.142, -0.208], [0.035, -0.015, 0.111], [0.040, 0.130, 0.085], [-0.051, 0.094, -0.092], [0.022, -0.033, -0.026], [0.004, 0.016, 0.081], [0.006, -0.040, 0.067], [-0.048, -0.090, 0.000], [-0.033, -0.048, -0.037], [-0.341, 0.073, -0.023], [0.917, -0.125, 0.032], [-0.093, 0.621, -0.098], [-0.153, 0.089, 0.001], [0.002, -0.058, -0.062], [0.080, 0.114, 0.013], [-0.082, 0.070, 0.061], [-0.032, 0.066, 0.057], [-0.285, -0.582, 0.210], [-0.040, -0.173, 0.153], [-0.053, -0.004, 0.052], [-0.050, -0.070, 0.044], [-0.060, -0.031, -0.066], [0.013, -0.104, 0.034], [0.319, 0.123, 0.169], [-0.117, -0.009, 0.180], [0.745, -0.011, -1.432], [-0.943, 0.051, 0.449], [-0.147, -0.022, -0.705], [-0.255, 0.184, -0.390], [0.138, -0.019, 0.212], [-0.199, 0.443, 0.344], [-0.001, 0.063, 0.094], [0.040, 0.068, -0.006], [-0.066, 0.096, 0.024], [-0.023, -0.019, -0.022], [-0.101, 0.050, 0.188], [-0.122, -0.481, 0.030], [-0.110, -0.144, -0.017], [0.062, 0.131, -0.006], [0.072, -0.079, -0.013], [-0.061, -0.032, 0.041], [-0.093, -0.118, -0.037], [0.082, 0.054, -0.033], [0.126, -0.011, -0.071], [0.044, -0.126, -0.034], [-0.095, -0.088, 0.021], [-0.074, -0.026, -0.012], [-0.014, 0.057, 0.048], [0.034, 0.084, 0.039], [0.065, 0.061, -0.048], [0.024, -0.023, -0.103], [0.054, -0.047, -0.111], [0.078, 0.006, -0.111], [0.075, 0.024, -0.060], [0.019, -0.056, -0.069], [0.074, -0.060, 0.071], [0.027, -0.055, -0.016], [0.086, -0.036, 0.023], [0.070, 0.004, -0.058], [0.068, 0.153, 0.047], [-0.076, 0.046, 0.001], [0.057, 0.089, -0.028]],
  "homo_energy_ev": [-16.135, -16.053],
  "s_squared": 3.869,
  "total_charge": 3,
  "multiplicity": 4,
  "relative_energy_kj_mol": 59.5
}

---

# 2
{
  "formula": "C3H8NOP",
  "method": "ωB97M-V/def2-TZVPD",
  "species": ["C", "N", "P", "C", "C", "O", "H", "H", "H", "H", "H", "H", "H", "H"],
  "positions_angstrom": [[0.639185, -1.312467, -0.183617], [0.229971, 0.077892, -0.777458], [1.258749, 1.330071, -0.283008], [-1.335465, 0.292548, -0.023987], [-1.088668, 0.287561, 1.395952], [-0.300123, 1.166371, 1.731412], [0.466439, -1.389667, 0.886047], [-0.065834, -1.977688, -0.717352], [1.657214, -1.507679, -0.569605], [0.985355, 2.060577, -1.377409], [2.420361, 0.882944, -1.002995], [-1.877098, -0.495733, -0.591147], [-1.667199, 1.127248, -0.516693], [-1.322886, -0.541978, 2.029861]],
  "forces_ev_per_angstrom": [[-0.786, 1.405, -2.488], [-3.085, -2.666, 2.292], [2.055, 0.127, 0.961], [2.246, -3.152, -3.843], [2.053, 1.796, -0.177], [-1.483, -0.405, 1.516], [0.681, -0.093, 0.063], [0.514, -0.067, 0.487], [-0.435, -0.075, 0.729], [-0.574, 1.481, -1.292], [-0.210, -0.345, 0.218], [0.213, -0.067, 1.195], [-0.688, 2.684, -0.334], [-0.502, -0.624, 0.672]],
  "homo_energy_ev": -8.092,
  "relative_energy_kj_mol": 331.4
}

---

# 3
{
  "formula": "C13H25Br3I2N3",
  "method": "ωB97M-V/def2-TZVPD",
  "species": ["C", "C", "C", "I", "N", "C", "C", "C", "Br", "C", "N", "C", "C", "C", "I", "N", "C", "Br", "C", "C", "Br", "H", "H", "H", "H", "H", "H", "H", "H", "H", "H", "H", "H", "H", "H", "H", "H", "H", "H", "H", "H", "H", "H", "H", "H", "H"],
  "positions_angstrom": [[-2.423211, -3.612222, 1.520927], [-1.619931, -2.511276, 0.555608], [-1.522418, -1.091032, 1.434379], [-3.314423, 0.165763, 1.260212], [-0.206739, -0.335203, 1.150907], [0.756498, -0.252874, 2.316699], [0.408351, 0.894179, 3.432297], [1.879809, 1.383810, 4.058213], [-0.639686, 2.456532, 2.759925], [0.100887, 0.189633, -0.111335], [1.397279, 0.895032, -0.442064], [1.352740, 2.380340, -0.176710], [1.844586, 3.277685, -1.499828], [0.744200, 4.405048, -1.963010], [1.273904, 5.317081, -3.926876], [-0.886220, 0.054147, -1.291095], [-0.165418, -0.502278, -2.498846], [0.095645, 0.944712, -3.896178], [-0.995784, -1.716153, -3.272873], [-0.453519, -3.136310, -2.611610], [-2.986561, -1.475772, -3.161390], [-1.579886, -4.161647, 2.127332], [-3.136690, -3.071019, 2.300306], [-3.098474, -4.350471, 0.908595], [-2.350653, -2.325807, -0.365024], [-0.569714, -2.924050, 0.243367], [-1.497378, -1.458203, 2.570359], [0.670792, -1.300681, 2.882871], [1.883511, -0.141794, 2.026041], [-0.180214, 0.400226, 4.321101], [2.686339, 0.512194, 3.954475], [1.821957, 1.654602, 5.197071], [2.308324, 2.269134, 3.389153], [2.237799, 0.424751, -0.045597], [0.199179, 2.660632, -0.048956], [1.919585, 2.735950, 0.782928], [2.845166, 3.878323, -1.250488], [2.073181, 2.554613, -2.412176], [-0.357107, 4.017117, -2.050067], [0.706555, 5.326632, -1.209578], [-1.137820, 1.041440, -1.527407], [0.903132, -0.932082, -2.284636], [-0.588274, -1.716875, -4.391006], [0.339843, -2.971505, -1.745134], [0.137064, -3.733747, -3.458990], [-1.362762, -3.800373, -2.217341]],
  "forces_ev_per_angstrom": [[0.569, 0.473, 0.404], [-2.100, 0.157, 0.295], [0.543, -2.262, 0.551], [0.920, -0.761, -0.027], [0.699, 1.128, -3.418], [0.499, -0.614, 1.306], [1.579, -0.977, 1.501], [0.396, -0.213, -0.706], [0.776, -1.094, 0.553], [0.321, -0.187, 1.025], [-1.761, -1.474, 1.635], [-1.411, 2.246, -1.044], [0.621, 0.270, -0.377], [-0.422, 0.250, 1.451], [-0.293, -0.718, 1.238], [2.796, 0.426, 1.821], [0.034, -1.032, -1.167], [-0.115, -0.665, 1.026], [2.488, -0.459, 0.402], [-0.151, -0.721, -0.370], [1.697, -0.176, -0.219], [-1.933, 0.752, -1.114], [1.512, -1.000, -1.730], [1.624, 1.416, 1.140], [2.085, -0.221, 1.742], [-2.060, 1.001, 0.643], [0.214, 1.262, -2.514], [0.208, 2.287, -1.348], [-2.409, -0.087, 0.025], [0.863, 1.138, -2.007], [-1.901, 1.649, 0.295], [-0.053, -0.293, -2.424], [-1.050, -1.754, 1.665], [-1.083, 0.534, -0.189], [2.549, -0.564, -0.013], [-1.106, -1.010, -1.729], [-2.172, -1.451, -0.507], [-0.560, 1.510, 2.058], [2.228, 0.483, -0.010], [0.228, -2.110, -1.638], [-0.110, -0.966, 0.298], [-2.135, 1.065, -0.201], [-1.480, 0.240, 2.433], [-1.844, -0.211, -1.748], [-1.469, 1.251, 1.874], [2.172, 1.483, -0.882]],
  "homo_energy_ev": -11.561,
  "total_charge": 1
}

---

> Number 3 is which compound?

C13H25Br3I2N3